Below is a structure of composition C23H34N4O3PS5Tc, with properties calculated with ωB97M-V/def2-TZVPD.

The geometry in XYZ format:
```
71
Properties=species:S:1:pos:R:3:lowdin_charge:R:1
Tc -0.433 0.154 0.041 1.0462
C 2.520 1.800 -4.930 -0.5130
C 1.916 3.183 -4.616 -0.5072
S 0.459 3.174 -3.515 0.8606
C 1.079 3.560 -1.865 -0.5325
C 2.060 2.565 -1.257 -0.4658
S 1.550 0.824 -1.277 0.7555
C 3.061 -0.116 -1.606 -0.5281
C 3.480 -0.183 -3.076 -0.5077
S 3.938 1.374 -3.879 0.9038
H 2.890 1.778 -5.955 0.0738
H 1.765 1.023 -4.828 0.0559
H 1.550 3.641 -5.536 0.0722
H 2.663 3.856 -4.189 0.0788
H 0.174 3.641 -1.271 0.0447
H 1.557 4.541 -1.890 0.0919
H 2.289 2.825 -0.219 0.0832
H 2.973 2.570 -1.835 0.0300
H 2.829 -1.115 -1.242 0.0619
H 3.834 0.292 -0.964 0.0297
H 2.730 -0.685 -3.685 0.0786
H 4.389 -0.781 -3.105 0.0805
C 1.697 -1.975 5.692 -0.0654
C 2.438 -1.510 4.468 -0.2535
O 1.526 -1.678 3.314 -0.3849
P 2.092 -1.604 1.836 -0.1362
S 0.226 -1.882 0.923 0.3914
S 3.076 -0.031 1.415 0.4147
O 2.901 -2.918 1.549 -0.3204
C 2.407 -4.302 1.649 -0.2326
C 2.571 -4.838 3.049 -0.0586
H 2.312 -1.773 6.575 0.0940
H 1.488 -3.047 5.656 0.0746
H 0.750 -1.436 5.802 0.0828
H 3.341 -2.088 4.299 0.1158
H 2.712 -0.467 4.527 0.1035
H 3.007 -4.854 0.941 0.1223
H 1.370 -4.343 1.321 0.0790
H 3.608 -4.752 3.379 0.0937
H 2.296 -5.897 3.056 0.0944
H 1.924 -4.314 3.756 0.0609
C -2.245 -0.084 -3.927 -0.0007
C -1.291 -0.002 -2.908 -0.0919
N -1.639 -0.045 -1.625 -0.0363
C -2.980 -0.217 -1.313 -0.1309
C -3.966 -0.304 -2.267 -0.1212
C -3.565 -0.218 -3.621 0.0481
C -5.330 -0.518 -1.847 0.0186
C -5.639 -0.691 -0.549 0.0138
C -4.614 -0.641 0.458 -0.1245
C -4.840 -0.866 1.835 0.0404
C -3.794 -0.795 2.712 -0.0046
C -2.513 -0.497 2.233 -0.1080
N -2.283 -0.283 0.944 -0.0998
C -3.315 -0.368 0.067 -0.1707
H -1.909 -0.031 -4.956 0.1319
H -0.243 0.103 -3.126 0.0619
H -4.315 -0.278 -4.410 0.1431
H -6.105 -0.556 -2.607 0.1352
H -6.662 -0.886 -0.244 0.1351
H -5.843 -1.105 2.187 0.1409
H -3.932 -0.973 3.773 0.1290
H -1.658 -0.444 2.901 0.1189
N -2.641 2.847 1.472 0.2203
C -1.303 2.889 1.448 -0.5705
N -0.667 3.741 2.243 0.2257
O -0.609 2.150 0.663 -0.1867
H -3.185 3.467 2.049 0.1345
H -3.125 2.273 0.808 0.1083
H -1.146 4.373 2.863 0.1353
H 0.339 3.746 2.234 0.1364
```

The energy above the lowest of the compared OMol25 structures with the same formula, charge and spin comes out at 189.06 kJ/mol. The expectation value of S² is 2.02. Its net charge is +2. The HOMO-LUMO gap (alpha / beta) comes out at 6.63 / 6.01 eV. Its spin multiplicity is 3. For the calculated total energy, the calculation gives -3754.3278 a.u.


Below is an isolated molecule of C23H34N6O3, with properties calculated with ωB97M-V/def2-TZVPD.

The geometry in XYZ format:
```
66
Properties=species:S:1:pos:R:3:lowdin_charge:R:1
C -3.620 -3.810 0.710 -0.1054
C -3.250 -2.449 1.286 -0.2445
C -1.812 -2.430 1.803 -0.2076
N -0.840 -2.821 0.791 -0.1606
C 0.461 -3.066 1.385 -0.1732
C 1.439 -3.556 0.324 -0.1689
N 1.589 -2.547 -0.711 -0.2008
C 0.289 -2.304 -1.312 -0.1588
C -0.690 -1.823 -0.249 -0.1629
H -1.658 -1.636 -0.715 0.1230
H -0.313 -0.877 0.174 0.1061
H 0.389 -1.535 -2.082 0.1136
H -0.107 -3.222 -1.781 0.1304
C 2.598 -2.892 -1.705 -0.1973
C 3.192 -1.649 -2.371 -0.1584
H 3.838 -1.969 -3.189 0.1129
C 4.014 -0.818 -1.390 -0.1711
N 3.182 -0.246 -0.357 0.0800
C 3.300 1.039 0.016 -0.4649
O 4.139 1.791 -0.432 0.0672
C 2.301 1.460 1.108 -0.1937
N 0.953 1.440 0.558 -0.0154
C -0.120 1.246 1.410 -0.4018
O 0.042 0.974 2.586 0.0743
C -1.408 1.368 0.754 -0.1125
C -2.688 1.242 1.266 0.0942
C -3.537 1.429 0.168 -0.2078
C -2.765 1.662 -0.981 -0.1527
N -1.454 1.627 -0.619 0.0984
C -0.283 1.781 -1.331 -0.2954
N 0.853 1.698 -0.758 0.1834
C -0.367 2.046 -2.793 0.0042
H -0.882 1.228 -3.295 0.0852
H 0.638 2.146 -3.191 0.0874
H -0.922 2.965 -2.976 0.0882
C -3.679 1.837 -2.047 0.0180
C -4.907 1.698 -1.470 -0.0927
O -4.847 1.452 -0.138 0.0768
H -5.887 1.753 -1.902 0.1228
H -3.481 2.036 -3.080 0.1025
H -2.938 1.045 2.287 0.1262
C 2.632 2.851 1.658 -0.1906
C 3.885 2.824 2.522 -0.0894
H 4.738 2.500 1.932 0.0693
H 4.091 3.818 2.911 0.0721
H 3.755 2.145 3.362 0.0759
H 2.780 3.527 0.814 0.1157
H 1.783 3.200 2.250 0.1132
H 2.316 0.731 1.927 0.1525
H 2.430 -0.853 -0.043 0.1123
H 4.512 0.011 -1.901 0.1188
H 4.785 -1.450 -0.930 0.1236
H 2.399 -1.028 -2.788 0.1031
H 3.403 -3.430 -1.197 0.1189
H 2.182 -3.565 -2.474 0.1221
H 2.413 -3.735 0.786 0.1233
H 1.067 -4.507 -0.094 0.1295
H 0.355 -3.832 2.156 0.1237
H 0.863 -2.151 1.858 0.1281
H -1.577 -1.433 2.214 0.1122
H -1.730 -3.156 2.616 0.1214
H -3.910 -2.208 2.122 0.1094
H -3.392 -1.675 0.530 0.0840
H -4.634 -3.797 0.317 0.0673
H -3.556 -4.576 1.479 0.0723
H -2.933 -4.072 -0.089 0.0628
```

The energy above the lowest of the compared OMol25 structures with the same formula, charge and spin comes out at 27.94 kJ/mol. The HOMO-LUMO gap comes out at 8.76 eV. Its spin multiplicity is 1. For the calculated total energy, the calculation gives -1451.0797 a.u.


Below is a cluster of 2 separate species, C23H34P in total, with properties calculated with ωB97M-V/def2-TZVPD.

The geometry in XYZ format:
```
58
Properties=species:S:1:pos:R:3:lowdin_charge:R:1
C -1.357 -1.640 0.039 -0.1047
C -1.124 -1.454 1.543 -0.5500
C -2.422 -1.541 2.359 -0.1094
P -0.082 0.044 1.955 1.0864
C 1.403 -0.239 0.840 -0.5527
C 2.062 -1.586 1.153 -0.1206
C 2.405 0.923 0.905 -0.1251
C -0.911 1.483 1.085 -0.5487
C -0.281 2.788 1.583 -0.1289
C -2.431 1.549 1.254 -0.1212
H -1.965 -2.544 -0.103 0.0863
H -1.888 -0.795 -0.416 0.0732
H -0.413 -1.787 -0.500 0.0652
H -0.464 -2.272 1.887 0.0936
H -2.874 -2.528 2.178 0.0873
H -2.228 -1.452 3.436 0.0365
H -3.145 -0.766 2.075 0.0591
H 0.991 -0.267 -0.182 0.0950
H 3.031 -1.642 0.643 0.0810
H 2.243 -1.703 2.229 0.0710
H 1.453 -2.432 0.813 0.0684
H 3.420 0.555 0.699 0.0811
H 2.177 1.691 0.156 0.0796
H 2.424 1.405 1.891 0.0398
H -0.672 1.335 0.017 0.1094
H -0.843 3.632 1.170 0.0800
H -0.337 2.845 2.679 0.0733
H 0.763 2.893 1.278 0.0503
H -2.771 2.525 0.881 0.0830
H -2.965 0.779 0.688 0.0614
H -2.718 1.487 2.313 0.0813
C 5.882 2.179 6.582 -0.0258
C 4.550 1.603 6.231 -0.2275
C 4.212 1.359 4.891 -0.0020
C 2.990 0.804 4.554 0.0213
C 1.962 0.626 5.527 -0.1724
C 0.635 0.297 5.137 0.0955
C -0.464 0.354 6.051 -0.1908
C -1.501 -0.625 6.026 0.0048
C -2.406 -0.717 7.078 -0.0448
C -2.364 0.192 8.144 -0.0273
C -1.448 1.251 8.112 -0.0471
C -0.525 1.342 7.079 -0.0231
C 2.371 0.775 6.896 0.0133
C 3.628 1.254 7.225 -0.0070
H 5.858 2.637 7.574 0.0894
H 6.667 1.413 6.588 0.1054
H 6.180 2.937 5.854 0.0941
H 4.929 1.622 4.112 0.1304
H 2.783 0.500 3.531 0.0866
H 0.483 -0.094 4.124 0.0089
H -1.497 -1.364 5.222 0.1005
H -3.141 -1.522 7.088 0.1191
H -3.046 0.086 8.985 0.1204
H -1.435 1.996 8.905 0.1183
H 0.195 2.160 7.065 0.1248
H 1.690 0.496 7.701 0.1230
H 3.917 1.381 8.275 0.1310
```

Its net charge is +1. The HOMO-LUMO gap comes out at 5.68 eV. Its spin multiplicity is 1. For the calculated total energy, the calculation gives -1237.8766 a.u.


Below is a structure of composition C23H35AgBrN2O2PS2, with properties calculated with ωB97M-V/def2-TZVPD.

The geometry in XYZ format:
```
67
Properties=species:S:1:pos:R:3:lowdin_charge:R:1
Ag -0.549 0.702 0.771 0.7837
C -2.236 1.512 3.438 -0.2095
C -3.288 1.949 2.608 -0.2283
C -2.743 2.656 1.531 -0.2120
C -1.332 2.679 1.684 -0.3078
C -1.025 1.960 2.881 -0.2632
H -2.336 0.923 4.340 0.0626
H -4.340 1.738 2.759 0.0678
H -3.291 3.122 0.723 0.0677
H -0.647 3.310 1.130 0.0680
H -0.048 1.890 3.340 0.0556
Br 0.707 -4.664 -3.306 0.6222
C 0.423 -3.165 -2.145 -0.7223
C 0.416 -3.357 -0.778 -0.1746
C 0.198 -2.256 0.049 -0.1869
C -0.022 -0.957 -0.431 -0.2814
C 0.012 -0.835 -1.830 -0.1739
C 0.229 -1.908 -2.689 -0.1714
H 0.579 -4.345 -0.363 0.0832
H 0.200 -2.436 1.121 0.0742
H -0.133 0.139 -2.284 0.0827
H 0.251 -1.767 -3.763 0.0889
C 4.994 1.607 2.539 -0.0633
C 4.131 2.674 1.878 -0.4605
C 2.733 2.161 1.569 -0.1018
O 4.839 3.257 0.775 -0.3537
P 4.856 2.781 -0.776 -0.2473
S 6.487 3.577 -1.553 0.0632
S 3.118 3.099 -1.656 0.1480
O 5.082 1.188 -0.495 -0.3533
C 4.905 0.102 -1.420 -0.4735
C 3.498 -0.452 -1.292 -0.0772
C 5.272 0.443 -2.856 -0.1015
H 4.543 1.301 3.487 0.0715
H 5.994 1.999 2.732 0.0762
H 5.084 0.737 1.889 0.0675
H 4.033 3.510 2.578 0.1306
H 2.757 1.316 0.881 0.0446
H 2.115 2.935 1.120 0.0496
H 2.272 1.833 2.506 0.0658
H 5.618 -0.649 -1.060 0.1301
H 2.772 0.301 -1.596 0.0344
H 3.286 -0.732 -0.259 0.0747
H 3.370 -1.337 -1.921 0.0783
H 4.577 1.176 -3.266 0.0445
H 5.216 -0.472 -3.453 0.0723
H 6.278 0.856 -2.913 0.0486
C -3.491 -1.905 -1.508 -0.1577
C -4.670 -2.842 -1.123 -0.1667
N -5.428 -2.277 0.000 -0.1737
C -5.923 -0.952 -0.388 -0.1716
C -4.734 -0.017 -0.748 -0.1598
N -3.477 -0.745 -0.626 -0.1516
C -3.323 -1.198 0.757 -0.1715
C -4.517 -2.113 1.141 -0.1570
H -3.582 -1.555 -2.540 0.1130
H -2.526 -2.409 -1.418 0.1015
H -4.310 -3.830 -0.822 0.1065
H -5.361 -2.984 -1.959 0.1019
H -6.503 -0.552 0.448 0.1044
H -6.605 -1.081 -1.234 0.1013
H -4.683 0.846 -0.081 0.1027
H -4.819 0.354 -1.774 0.1092
H -3.263 -0.318 1.402 0.0799
H -2.373 -1.726 0.831 0.0839
H -5.090 -1.691 1.972 0.1067
H -4.178 -3.107 1.445 0.1059
```

The energy above the lowest of the compared OMol25 structures with the same formula, charge and spin comes out at 25.09 kJ/mol. Its net charge is -2. The HOMO-LUMO gap comes out at 5.83 eV. Its spin multiplicity is 1. For the calculated total energy, the calculation gives -5016.1987 a.u.


Below is a structure of composition C23H35B2NNaO19, with properties calculated with ωB97M-V/def2-TZVPD.

The geometry in XYZ format:
```
81
Properties=species:S:1:pos:R:3:lowdin_charge:R:1
Na 9.389 -16.577 -11.572 0.4693
O 11.140 -24.759 -14.334 0.1816
C 11.111 -24.014 -13.421 -0.3999
O 11.392 -22.713 -13.365 0.2221
B 11.283 -22.170 -11.992 -0.8317
O 11.104 -23.358 -11.145 0.1997
C 11.132 -24.474 -11.933 -0.2835
O 11.178 -25.683 -11.571 0.0887
O 10.201 -21.168 -11.844 0.2377
C 10.684 -19.994 -11.475 -0.3323
O 10.026 -18.960 -11.406 0.0722
C 12.191 -20.168 -11.317 -0.3643
O 12.513 -21.397 -11.602 0.2524
O 12.973 -19.280 -10.941 0.1072
O 9.461 -19.852 -15.525 0.1316
C 10.496 -19.242 -15.448 -0.4397
O 11.564 -19.512 -16.099 0.2330
B 12.605 -18.389 -15.841 -0.6887
O 11.929 -17.516 -14.784 0.2305
C 10.743 -18.009 -14.523 -0.3787
O 9.909 -17.532 -13.803 0.0970
O 13.864 -19.031 -15.408 0.2394
C 14.823 -18.778 -16.226 -0.3700
O 16.022 -19.097 -16.060 0.0993
C 14.232 -17.902 -17.370 -0.3354
O 12.925 -17.786 -17.178 0.2111
O 14.865 -17.435 -18.347 0.0936
C 13.266 -16.820 -8.635 -0.0294
C 12.186 -15.809 -9.248 -0.4672
C 12.764 -14.447 -9.478 -0.0595
O 11.631 -16.217 -10.477 -0.0712
H 12.875 -17.813 -8.408 0.0703
H 13.652 -16.504 -7.666 0.0697
H 14.138 -16.854 -9.288 0.0809
H 11.363 -15.878 -8.537 0.1296
H 13.604 -14.495 -10.170 0.0920
H 13.075 -14.040 -8.516 0.0864
H 12.016 -13.805 -9.944 0.0761
H 12.351 -16.328 -11.103 0.1072
C 7.268 -12.577 -11.745 -0.0707
C 7.224 -13.753 -12.664 -0.4292
C 7.160 -13.288 -14.136 -0.0451
O 8.532 -14.412 -12.613 -0.0891
H 7.434 -12.862 -10.706 0.0747
H 6.309 -12.060 -11.784 0.0900
H 8.057 -11.861 -11.974 0.0930
H 6.402 -14.383 -12.325 0.1268
H 6.262 -12.695 -14.305 0.0786
H 7.053 -14.064 -14.894 0.0845
H 7.978 -12.626 -14.421 0.0904
H 9.289 -13.885 -12.881 0.1042
C 5.352 -20.031 -11.008 0.0246
C 5.521 -18.583 -11.504 -0.4169
C 4.182 -17.980 -11.954 -0.1430
C 3.330 -17.600 -10.804 -0.1965
C 3.929 -16.550 -9.899 -0.1128
C 5.300 -17.079 -9.384 -0.4070
N 6.125 -17.638 -10.496 0.0829
O 7.404 -17.858 -10.208 0.1065
C 6.093 -15.855 -8.934 -0.0156
C 5.184 -18.138 -8.200 0.0453
C 6.348 -18.599 -12.819 0.0031
H 4.541 -20.174 -10.294 0.0828
H 6.300 -20.326 -10.559 0.1012
H 5.152 -20.660 -11.876 0.1174
H 4.375 -17.074 -12.529 0.1305
H 3.637 -18.602 -12.664 0.1452
H 3.098 -18.448 -10.161 0.1171
H 2.369 -17.283 -11.209 0.1309
H 3.215 -16.376 -9.094 0.1320
H 3.958 -15.569 -10.373 0.1274
H 6.990 -16.212 -8.429 0.0846
H 6.451 -15.273 -9.783 0.0853
H 5.628 -15.261 -8.146 0.1134
H 5.128 -19.137 -8.632 0.0654
H 6.029 -18.164 -7.513 0.0969
H 4.267 -17.955 -7.639 0.1057
H 6.607 -17.614 -13.209 0.0967
H 5.829 -19.144 -13.607 0.1100
H 7.278 -19.169 -12.815 0.0974
H 7.427 -18.618 -9.622 0.1544
```

The energy above the lowest of the compared OMol25 structures with the same formula, charge and spin comes out at 0.00 kJ/mol. The expectation value of S² is 0.75. The HOMO-LUMO gap (alpha / beta) comes out at 7.27 / 2.86 eV. Its spin multiplicity is 2. For the calculated total energy, the calculation gives -2594.0222 a.u.


Below is a cluster of 4 separate species, C23H35BBr2F9O9S in total, with properties calculated with ωB97M-V/def2-TZVPD.

The geometry in XYZ format:
```
80
Properties=species:S:1:pos:R:3:lowdin_charge:R:1
C -3.959 1.876 5.988 -0.1619
C -3.087 1.441 4.800 -0.6792
Br -1.375 2.453 4.984 0.6719
C -3.769 1.724 3.417 -0.1531
C -4.158 0.404 2.691 -0.2158
O -5.608 0.531 2.574 -0.0625
B -5.865 1.213 1.303 -1.1750
S -7.042 0.057 0.243 0.6484
C -6.664 2.645 1.424 -0.2016
C -5.736 3.882 1.397 -0.7252
C -5.634 4.516 0.005 -0.1699
Br -6.476 5.282 2.616 0.5606
O -4.560 1.337 0.621 -0.0517
C -3.826 0.252 1.185 -0.2831
C -2.362 0.347 0.707 -0.0397
C -1.400 -0.013 1.892 -0.2833
C 0.022 -0.374 1.468 -0.0890
O -0.962 -1.357 1.940 -0.0762
H -4.767 1.171 6.216 0.0848
H -4.325 2.892 5.806 0.0784
H -3.329 1.927 6.888 0.0474
H -2.858 0.371 4.854 0.0820
H -3.014 2.254 2.818 0.0936
H -4.638 2.345 3.637 0.1150
H -4.081 -0.489 3.330 0.1531
H -6.880 0.421 -1.051 -0.1924
H -7.170 2.651 2.400 0.0736
H -7.391 2.780 0.614 0.0750
H -4.721 3.637 1.719 0.0662
H -4.901 5.336 0.016 0.0632
H -6.584 4.980 -0.299 0.0638
H -5.367 3.758 -0.743 0.0839
H -4.270 -0.637 0.703 0.1379
H -2.062 1.343 0.368 0.1247
H -2.079 -0.444 0.001 0.1170
H -1.515 0.541 2.825 0.0906
H 0.228 -0.443 0.406 0.1050
H 0.700 -0.025 2.239 0.0850
C 0.497 -5.029 0.000 -0.0532
C 1.285 -3.815 0.442 -0.1854
O 2.701 -4.016 0.237 0.0405
C 3.149 -3.804 -0.990 -0.3940
O 2.488 -3.469 -1.931 0.1608
C 4.669 -4.009 -1.031 -0.5233
F 5.049 -5.119 -0.378 0.1617
F 5.313 -2.976 -0.458 0.1608
F 5.125 -4.114 -2.286 0.1535
H 0.865 -5.926 0.502 0.0824
H -0.559 -4.901 0.231 0.0881
H 0.600 -5.196 -1.073 0.0765
H 1.147 -3.656 1.510 0.1295
H 0.949 -2.912 -0.064 0.1165
C 5.999 3.618 1.392 -0.0628
C 4.814 3.427 0.469 -0.2022
O 3.703 2.843 1.169 0.0296
C 2.956 3.686 1.882 -0.3871
O 3.142 4.863 1.983 0.1723
C 1.789 2.930 2.528 -0.5375
F 2.189 1.770 3.082 0.1476
F 0.850 2.629 1.616 0.1632
F 1.204 3.645 3.485 0.1290
H 6.263 2.675 1.873 0.0829
H 6.862 3.985 0.836 0.0807
H 5.769 4.331 2.184 0.0771
H 5.072 2.730 -0.327 0.1241
H 4.518 4.363 -0.004 0.1252
C 3.905 -3.424 -5.067 -0.0609
C 3.838 -2.528 -6.285 -0.1885
O 4.837 -2.896 -7.258 0.0315
C 4.533 -3.917 -8.050 -0.3998
O 3.518 -4.549 -8.020 0.1709
C 5.669 -4.153 -9.054 -0.5323
F 6.876 -4.113 -8.466 0.1587
F 5.662 -3.211 -10.015 0.1584
F 5.558 -5.340 -9.656 0.1648
H 4.910 -3.420 -4.647 0.0746
H 3.203 -3.090 -4.304 0.0685
H 3.669 -4.457 -5.325 0.0846
H 4.054 -1.500 -6.001 0.1253
H 2.845 -2.537 -6.736 0.1263
```

Its net charge is -1. The HOMO-LUMO gap comes out at 6.24 eV. Its spin multiplicity is 1. For the calculated total energy, the calculation gives -8044.5767 a.u.